(1)
Computed, not measured: a structure of composition C4H7NiO at a distorted geometry, with the ωB97M-V functional and the def2-TZVPD basis.

```
! RIJCOSX wB97M-V def2-TZVPD def2/J DEFGRID3
* xyz 2 4
O -0.97582 2.04254 0.04825
C -0.71979 0.89162 0.60951
H 0.34379 0.85823 1.14945
H 1.11015 -1.32478 1.12724
C 0.82883 -0.65537 -0.96022
C -0.49094 -0.38889 -0.06923
Ni -0.19529 3.57222 -0.38071
H -1.43800 0.78110 1.48663
H -1.43590 -0.76458 -0.48019
H 0.66016 -1.06752 -1.95447
H 1.66633 0.03753 -0.87358
H 0.14696 -2.50029 0.06415
C 0.49953 -1.48181 0.23317
*
```

**HOMO (alpha / beta)**: -19.96 / -19.64 eV
**Relative energy (zero: lowest compared OMol25 entry of this formula, charge and spin)**: 0.0 kJ/mol
**Calculated total energy**: -1739.2116 hartree
**HOMO-LUMO gap (alpha / beta)**: 9.3 / 6.4 eV
**Largest force on an atom**: 6.42 eV/Å

=====

(2)
Computed, not measured: the ion C4H7O2 with charge +1 at a distorted geometry, with the ωB97M-V functional and the def2-TZVPD basis.

```
! RIJCOSX wB97M-V def2-TZVPD def2/J DEFGRID3
* xyz 1 1
O 1.42259 -1.70261 -0.35902
H 0.86329 1.74031 0.83878
H -0.94447 0.32233 -1.89115
H -0.59082 2.00296 -0.29845
C 0.82369 -1.13352 -1.24764
O -0.45114 0.09413 0.21821
C -0.29328 -0.25696 -1.15359
C -0.12533 1.46074 0.50068
C -0.30259 -0.82263 1.20703
H 0.00715 -0.37114 2.09822
H -0.93071 1.70981 1.25402
H -0.69316 -1.79079 1.22798
H 1.21477 -1.25262 -2.39507
*
```

**HOMO (alpha / beta)**: -14.64 / -13.78 eV
**Relative energy (zero: lowest compared OMol25 entry of this formula, charge and spin)**: 564.2 kJ/mol
**Calculated total energy**: -306.5782 hartree
**HOMO-LUMO gap (alpha / beta)**: 9.1 / 6.8 eV
**Largest force on an atom**: 4.76 eV/Å

=====

(3)
Computed, not measured: the molecule C4H7O2P at a distorted geometry, with the ωB97M-V functional and the def2-TZVPD basis.

```
! RIJCOSX wB97M-V def2-TZVPD def2/J DEFGRID3
* xyz 0 1
C -1.07884 0.63327 0.04035
C 0.26855 1.09937 -0.47831
O 1.52200 -1.30215 -0.17088
H -0.32930 -2.87538 -0.08034
H 0.41019 2.15259 -0.24059
C -1.28308 -0.84955 0.01856
H 0.34508 0.98703 -1.56551
P 1.66536 0.16947 0.26952
C -0.44301 -1.82351 -0.05127
H 1.33664 0.21044 1.63316
H -1.88505 1.09777 -0.53644
H -2.32763 -1.15088 0.11010
H -1.19351 0.94459 1.08532
O 2.99259 0.70694 -0.03366
*
```

**HOMO**: -9.80 eV
**Relative energy (zero: lowest compared OMol25 entry of this formula, charge and spin)**: 178.6 kJ/mol
**Calculated total energy**: -648.3946 hartree
**HOMO-LUMO gap**: 9.3 eV
**Largest force on an atom**: 4.42 eV/Å

=====

(4)
Computed, not measured: a structure of composition C4H7O2P at a distorted geometry, with the ωB97M-V functional and the def2-TZVPD basis.

```
! RIJCOSX wB97M-V def2-TZVPD def2/J DEFGRID3
* xyz 0 1
C -1.40168 -0.02509 0.85936
H 2.42528 1.35035 -0.04827
C 1.40729 1.39401 0.19234
O -1.85517 0.30449 -0.51315
O -3.56824 -1.09932 0.02556
P 0.90589 -0.31218 0.95295
H 1.12873 2.22530 0.90106
C -2.59695 -0.48952 0.16558
H -1.47280 0.86882 1.51004
C 1.05161 -1.29952 -0.63129
H 1.82303 -2.05800 -0.40699
H 0.05914 -1.73983 -0.82556
H 1.30976 -0.70164 -1.56744
H 0.78412 1.58211 -0.61418
*
```

**HOMO**: -9.34 eV
**Relative energy (zero: lowest compared OMol25 entry of this formula, charge and spin)**: 355.0 kJ/mol
**Calculated total energy**: -648.3274 hartree
**HOMO-LUMO gap**: 9.6 eV
**Largest force on an atom**: 4.04 eV/Å

=====

(5)
Computed, not measured: the molecule C4H7O2P at a distorted geometry, with the ωB97M-V functional and the def2-TZVPD basis.

```
! RIJCOSX wB97M-V def2-TZVPD def2/J DEFGRID3
* xyz 0 3
C -1.28729 1.93149 0.23803
P -2.61713 0.04817 1.95858
O 0.40736 0.22515 -0.26037
H 2.77080 -2.07158 -0.34844
C -0.66629 0.61474 0.39284
H -2.34429 1.60943 0.48929
C 1.91067 -1.48097 -0.99440
H 0.32545 -1.73088 0.68204
O -1.19975 -0.33848 1.24614
H 2.34997 -0.71118 -1.50595
H -1.13444 2.20452 -0.87409
C 0.84208 -0.99439 -0.03473
H 1.48134 -2.12429 -1.78529
H -0.83848 2.81828 0.79634
*
```

**HOMO (alpha / beta)**: -7.04 / -6.64 eV
**Relative energy (zero: lowest compared OMol25 entry of this formula, charge and spin)**: 146.9 kJ/mol
**Calculated total energy**: -648.2278 hartree
**HOMO-LUMO gap (alpha / beta)**: 7.9 / 6.1 eV
**Largest force on an atom**: 4.25 eV/Å

=====

(6)
Computed, not measured: a structure of composition C4H7O2Si at a distorted geometry, with the ωB97M-V functional and the def2-TZVPD basis.

```
! RIJCOSX wB97M-V def2-TZVPD def2/J DEFGRID3
* xyz -1 1
H -1.15767 1.73404 0.82911
H 1.93638 -2.45900 -0.23042
C -1.37652 -1.41556 -0.01652
Si -1.96731 0.93907 -0.13240
H 1.41956 0.47198 0.56248
H -1.93339 1.23998 -1.57154
C -0.42073 -0.40259 -0.17628
C 1.04871 -0.55487 0.46664
O -2.48630 -0.62821 0.21378
H 2.32669 -1.03463 -1.28353
O -1.42444 -2.63283 -0.05440
C 2.07738 -1.38469 -0.28728
H -3.32143 1.51965 0.22319
H 0.93532 -0.98494 1.46654
*
```

**HOMO (alpha / beta)**: -3.85 / -3.70 eV
**Relative energy (zero: lowest compared OMol25 entry of this formula, charge and spin)**: 313.6 kJ/mol
**Calculated total energy**: -596.4929 hartree
**HOMO-LUMO gap (alpha / beta)**: 7.6 / 7.1 eV
**Largest force on an atom**: 3.78 eV/Å

=====

(7)
Computed, not measured: a structure of composition C4H7O2Sn at a distorted geometry, with the ωB97M-V functional and the def2-TZVPD basis.

```
! RIJCOSX wB97M-V def2-TZVPD def2/J DEFGRID3
* xyz 0 2
C 0.59743 -0.86917 -1.09440
H -0.10557 1.40612 0.95276
Sn 2.09105 1.45547 1.55686
H 0.45278 -1.77052 -1.69753
H 1.04001 -0.00946 -1.60624
H 1.08553 -2.11510 0.66899
C 1.06002 -1.07024 0.32226
C -0.48864 -0.54643 -0.09170
H -1.26381 -1.29970 0.07234
O -2.25995 0.94210 0.44142
H -0.62198 1.48514 -0.72542
O 1.90434 -0.24458 0.91337
C -0.90105 0.83402 0.11790
H -2.59017 1.80234 0.16938
*
```

**HOMO (alpha / beta)**: -5.81 / -8.71 eV
**Relative energy (zero: lowest compared OMol25 entry of this formula, charge and spin)**: 41.8 kJ/mol
**Calculated total energy**: -521.2536 hartree
**HOMO-LUMO gap (alpha / beta)**: 5.5 / 8.5 eV
**Largest force on an atom**: 4.69 eV/Å

=====

(8)
Computed, not measured: a structure of composition C4H7O3Sm at a distorted geometry, with the ωB97M-V functional and the def2-TZVPD basis.

```
! RIJCOSX wB97M-V def2-TZVPD def2/J DEFGRID3
* xyz 1 7
O 0.46466 1.27122 0.40497
H -0.82931 3.23918 -0.80899
H -4.03057 -3.74756 -0.35684
H -1.30181 1.16293 1.41648
H -4.22710 -2.00211 0.34762
C -0.70836 1.93224 0.90818
Sm 2.85481 1.39652 -0.20120
C -1.48157 2.58701 -0.21272
O -2.34795 -2.67225 -0.02275
H -0.36953 2.66517 1.65121
H -1.92964 1.83174 -0.87307
H -2.29026 3.19578 0.21378
C -3.55204 -2.79781 -0.03411
C 0.49695 -0.14916 0.28082
O 1.66587 -0.41937 -0.08444
*
```

**HOMO (alpha / beta)**: -11.73 / -11.73 eV
**Relative energy (zero: lowest compared OMol25 entry of this formula, charge and spin)**: 15.6 kJ/mol
**Calculated total energy**: -1039.9528 hartree
**HOMO-LUMO gap (alpha / beta)**: 6.5 / 6.6 eV
**Largest force on an atom**: 1.50 eV/Å

=====

(9)
Computed, not measured: a structure of composition C4H7O3Tl at a distorted geometry, with the ωB97M-V functional and the def2-TZVPD basis.

```
! RIJCOSX wB97M-V def2-TZVPD def2/J DEFGRID3
* xyz 0 1
C -3.67731 -0.31952 0.01902
H -3.91484 0.56400 -0.58796
H -3.84894 -0.08488 1.07778
C -0.08574 0.17445 0.17334
C 1.14845 -1.19126 0.48232
H 0.40190 -1.85086 0.97443
Tl 2.84514 0.80023 -0.69195
C -2.25503 -0.76803 -0.20980
O 0.77700 -0.86986 -0.84420
O 0.52389 1.24485 0.19260
H -4.35675 -1.13349 -0.26798
H -2.01774 -0.80279 -1.28162
O -1.38062 0.18165 0.42520
H -2.07891 -1.76562 0.21400
H 1.89763 -1.95178 0.78249
*
```

**HOMO**: -6.77 eV
**Relative energy (zero: lowest compared OMol25 entry of this formula, charge and spin)**: 321.1 kJ/mol
**Calculated total energy**: -554.6419 hartree
**HOMO-LUMO gap**: 6.6 eV
**Largest force on an atom**: 5.20 eV/Å